Entry from the Open Molecules 2025 dataset: C34H55BrCrGeNO3Si2 as an isolated structure (the ωB97M-V functional and the def2-TZVPD basis).

```
98
Properties=species:S:1:pos:R:3
Cr -0.1437 0.5876 -0.4127
C 2.2337 1.9373 1.9215
C 0.7809 2.1814 2.2905
C 0.5990 1.9546 3.7901
C 0.4226 3.6316 1.9572
O -0.0823 1.2666 1.5728
Ge -1.9482 1.1650 2.1446
O -2.1610 0.9052 0.2307
C -3.4738 0.7235 -0.3548
C -3.7338 -0.7303 -0.7298
C -3.5861 1.5995 -1.5966
C -4.5485 1.1669 0.6384
O -1.8932 -0.6562 2.4675
C -2.4022 -1.2800 3.6456
C -1.6741 -0.7569 4.8822
C -3.9026 -1.0380 3.7852
C -2.1396 -2.7741 3.4774
H 2.8668 2.6627 2.4379
H 2.5468 0.9423 2.2200
H 2.3919 2.0412 0.8494
H 1.3372 2.5374 4.3442
H -0.3913 2.2726 4.1229
H 0.7280 0.9018 4.0374
H 0.9385 4.3055 2.6447
H 0.7314 3.8935 0.9460
H -0.6513 3.8012 2.0605
H -3.0484 -1.0716 -1.5056
H -3.6389 -1.3710 0.1457
H -4.7519 -0.8190 -1.1162
H -2.7902 1.3791 -2.3033
H -4.5417 1.4133 -2.0912
H -3.5602 2.6560 -1.3282
H -4.5833 0.5158 1.5128
H -4.3899 2.1947 0.9694
H -5.5228 1.1154 0.1491
H -1.8713 0.3091 5.0209
H -2.0073 -1.2813 5.7804
H -0.5986 -0.9017 4.7764
H -4.1202 0.0255 3.9115
H -4.2945 -1.5662 4.6567
H -4.4255 -1.4031 2.8990
H -1.0691 -2.9522 3.3591
H -2.4926 -3.3384 4.3431
H -2.6511 -3.1429 2.5863
Br -0.8035 -1.9334 0.1566
C -0.4518 -2.5225 -1.6163
C -0.3351 -3.8569 -1.8626
C -0.2311 -4.2998 -3.1978
C -0.3161 -3.4027 -4.2213
C -0.4657 -2.0163 -3.9682
C -0.6383 -1.0916 -5.0272
C -0.7996 0.2312 -4.7480
C -0.7191 0.6966 -3.4160
C -0.5282 -0.1346 -2.3370
C -0.4718 -1.5352 -2.6326
H -0.3413 -4.5707 -1.0505
H -0.1179 -5.3568 -3.3993
H -0.2846 -3.7395 -5.2507
H -0.6549 -1.4569 -6.0471
H -0.9538 0.9418 -5.5513
H -0.7833 1.7704 -3.2725
C 2.4149 0.2385 -3.5382
Si 2.9503 -0.2793 -1.8092
C 3.7370 -1.9449 -2.2229
C 4.3490 0.8904 -1.2912
C 1.7138 -0.3581 -0.4048
C 0.8316 2.1833 -1.2433
C 1.6825 3.1253 -1.8162
C 1.1357 4.3752 -2.0517
C -0.1903 4.6641 -1.7093
C -0.9548 3.6811 -1.1252
N -0.3840 2.4918 -0.9272
Si 2.3126 -1.5350 0.9497
C 1.4740 -1.4373 2.6393
C 4.1421 -1.2349 1.3347
C 2.2696 -3.3682 0.4952
H 3.3513 0.3212 -4.1021
H 1.8603 1.1609 -3.6635
H 1.8305 -0.5579 -4.0049
H 4.3865 -1.8028 -3.0901
H 2.9669 -2.6680 -2.5070
H 4.3369 -2.3811 -1.4244
H 4.9643 1.1271 -2.1649
H 4.9975 0.4336 -0.5462
H 3.9944 1.8296 -0.8654
H 2.7011 2.8982 -2.0863
H 1.7419 5.1482 -2.5084
H -0.6040 5.6458 -1.8912
H -1.9708 3.8177 -0.7858
H 2.0087 -0.7596 3.3075
H 1.5360 -2.4355 3.0857
H 0.4293 -1.1325 2.6184
H 4.3729 -0.1983 1.5789
H 4.8119 -1.5508 0.5355
H 4.3746 -1.8401 2.2168
H 1.2692 -3.7917 0.5628
H 2.8844 -3.8772 1.2445
H 2.6804 -3.6050 -0.4862
```

Values from the calculation:
HOMO energy (alpha / beta) = -7.2822 / -7.2341 eV
HOMO-LUMO gap (alpha / beta) = 6.2 / 6.3 eV
2S+1 = 2

=====

Entry from the Open Molecules 2025 dataset: C51H53BiN7O3PSSi as an isolated structure (the ωB97M-V functional and the def2-TZVPD basis).

```
118
Properties=species:S:1:pos:R:3
Bi 0.9590 -0.7412 1.3710
C -5.8774 -3.8920 -10.6162
O -4.7695 -3.0562 -10.8520
C -3.9882 -2.7356 -9.7695
C -2.8988 -1.9057 -10.0279
C -2.0560 -1.5383 -8.9991
C -2.2840 -1.9751 -7.6937
C -3.3650 -2.8118 -7.4492
C -4.2175 -3.1919 -8.4777
N -1.3543 -1.5555 -6.7101
N -1.7868 -1.6988 -5.5338
C -0.9523 -1.3682 -4.4875
C 0.3757 -0.9545 -4.6349
C 1.1724 -0.6211 -3.5698
C 0.6915 -0.6509 -2.2282
O 1.3874 -0.2776 -1.2588
C -0.6936 -1.1470 -2.0582
N -1.1540 -1.2359 -0.7920
C -2.3806 -1.6400 -0.5772
C -3.2539 -1.9938 -1.6197
C -2.8099 -1.9135 -2.9093
C -1.4894 -1.4827 -3.1749
H -6.3707 -4.0241 -11.5766
H -6.5787 -3.4375 -9.9092
H -5.5682 -4.8695 -10.2325
H -2.7298 -1.5656 -11.0408
H -1.2010 -0.9011 -9.1848
H -3.5330 -3.1719 -6.4446
H -5.0452 -3.8508 -8.2563
H 0.7707 -0.8989 -5.6419
H 2.1935 -0.2920 -3.7143
H -2.7050 -1.6971 0.4585
H -4.2600 -2.3261 -1.3957
H -3.4491 -2.1742 -3.7411
N 0.8534 3.0794 5.1652
C 2.2149 2.8772 5.2431
C 2.5466 2.1848 4.1188
N 1.4335 1.9604 3.3515
C 0.4304 2.5147 3.9927
C -0.9548 2.5867 3.5345
N -1.4507 1.9898 2.4811
C -2.7742 2.3371 2.4387
C -3.0856 3.1579 3.4792
N -1.9137 3.3165 4.1829
H 0.3091 3.5996 5.8271
H 2.7959 3.2224 6.0784
H 3.5176 1.8429 3.8025
H -3.4226 1.9736 1.6594
H -4.0006 3.6345 3.7804
H -1.8032 3.9033 4.9883
O 4.0718 -0.8101 1.3846
C 3.1971 0.0054 1.2031
C 3.6738 1.4158 0.7623
C 5.0621 1.5648 0.7796
C 5.6741 2.7472 0.4083
C 4.8930 3.8168 -0.0046
C 3.5163 3.6820 -0.0242
C 2.8824 2.4959 0.3582
P 1.0458 2.4259 0.3621
C 0.5782 2.5262 -1.4033
C -0.7290 2.1162 -1.6709
C -1.2288 2.1208 -2.9643
C -0.4167 2.5231 -4.0142
C 0.8921 2.9053 -3.7610
C 1.3877 2.9081 -2.4651
C 0.6312 4.1324 0.9165
C -0.5204 4.7641 0.4501
C -0.9573 5.9589 1.0039
C -0.2528 6.5531 2.0403
C 0.8999 5.9387 2.5123
C 1.3325 4.7433 1.9593
H 5.6485 0.7088 1.0865
H 6.7536 2.8320 0.4355
H 5.3488 4.7511 -0.3102
H 2.9101 4.5216 -0.3413
H -1.3400 1.7380 -0.8587
H -2.2347 1.7676 -3.1558
H -0.7902 2.4956 -5.0299
H 1.5417 3.1846 -4.5815
H 2.4216 3.1783 -2.2929
H -1.0900 4.3197 -0.3565
H -1.8540 6.4264 0.6162
H -0.5893 7.4903 2.4663
H 1.4728 6.3918 3.3131
H 2.2326 4.2828 2.3447
S 2.5629 -3.3745 -0.4566
C 1.4819 -2.7793 0.4975
C 1.6808 -0.8373 5.2472
Si 1.0918 -2.0282 3.8856
C -0.7679 -2.3712 4.3163
C -1.5762 -1.1040 4.0183
C -1.3368 -3.4999 3.4541
C -0.9888 -2.7045 5.7932
C 2.2113 -3.5866 4.0931
C 1.8122 -4.7778 3.2206
C 3.6208 -3.1381 3.6816
C 2.2775 -4.0843 5.5413
H 1.6895 -1.3275 6.2242
H 1.0246 0.0314 5.3163
H 2.6849 -0.4664 5.0450
H -1.5864 -0.8447 2.9599
H -1.1891 -0.2349 4.5563
H -2.6184 -1.2476 4.3313
H -1.0977 -3.3701 2.3952
H -2.4293 -3.5309 3.5490
H -0.9553 -4.4761 3.7560
H -0.6663 -1.8876 6.4419
H -0.4649 -3.6080 6.1113
H -2.0587 -2.8660 5.9767
H 1.6307 -4.5053 2.1846
H 0.9146 -5.2716 3.5986
H 2.6196 -5.5194 3.2363
H 3.6580 -2.7910 2.6506
H 4.3153 -3.9804 3.7817
H 3.9935 -2.3301 4.3151
H 1.3137 -4.4521 5.9012
H 2.6322 -3.3194 6.2348
H 2.9813 -4.9237 5.5973
```

Values from the calculation:
charge = -1
HOMO energy (alpha / beta) = -3.3471 / -3.9341 eV
HOMO-LUMO gap (alpha / beta) = 5.0 / 5.6 eV
2S+1 = 2

=====

Entry from the Open Molecules 2025 dataset: C37H35N3O2 in the gas phase (the ωB97M-V functional and the def2-TZVPD basis).

```
77
Properties=species:S:1:pos:R:3
C 2.1370 5.3628 0.4738
N 1.8869 3.9395 0.4039
C 2.9039 3.0384 0.2012
O 4.0957 3.3190 0.0238
C 2.2554 1.6480 0.1817
C 2.7619 0.6480 1.2314
C 4.2310 0.3611 1.0652
C 5.1268 0.6277 2.0983
C 6.4943 0.4759 1.8742
C 6.9468 -0.0082 0.6363
C 6.0365 -0.3128 -0.3829
C 4.6702 -0.1343 -0.1659
N 0.8611 1.9365 0.3853
C -0.0051 0.9002 0.4118
C -1.3388 0.9483 0.6343
C -2.2945 -0.1390 0.6580
C -3.6948 0.2778 0.7209
C -4.5806 -0.6514 1.2451
C -5.9282 -0.3235 1.4260
C -6.3818 0.9808 1.1816
C -5.4748 1.9326 0.7318
C -4.1646 1.5658 0.3912
C -2.1416 -1.8178 0.1434
C -2.7151 -3.0505 0.7493
N -3.1429 -4.0869 1.2024
C -2.7917 -1.7595 -1.2885
O -3.5070 -0.8442 -1.7197
C -2.5537 -3.0017 -2.1434
C -1.8984 -4.1433 -1.6465
C -1.4631 -5.1686 -2.4835
C -1.7552 -5.1305 -3.8600
C -2.4615 -4.0197 -4.3432
C -2.8985 -2.9866 -3.5171
C -0.6595 -2.1030 -0.0664
C -0.0162 -1.6955 -1.2479
C 1.3121 -2.0846 -1.4658
C 2.0309 -2.7511 -0.4610
C 1.4078 -3.0161 0.7732
C 0.0943 -2.5815 1.0114
C 0.5558 3.3590 0.6053
C 0.0662 3.6674 2.0294
C -0.4455 3.8690 -0.4445
H 3.1957 5.5514 0.2564
H 1.4986 5.8792 -0.2600
H 1.8817 5.7428 1.4755
H 2.4259 1.2172 -0.8216
H 2.5414 1.0402 2.2389
H 2.1937 -0.2856 1.1113
H 4.7329 0.9879 3.0570
H 7.2017 0.7497 2.6557
H 8.0154 -0.1552 0.4687
H 6.3745 -0.6692 -1.3565
H 3.9354 -0.3524 -0.9448
H 0.4118 -0.0900 0.1693
H -1.7336 1.9357 0.9282
H -2.0436 -0.9273 1.5218
H -4.2431 -1.6632 1.5280
H -6.6300 -1.1028 1.7563
H -7.4281 1.2381 1.3865
H -5.7867 2.9550 0.6109
H -3.5302 2.2625 -0.1452
H -1.7064 -4.2968 -0.5839
H -0.8857 -5.9866 -2.0635
H -1.4678 -5.9355 -4.5227
H -2.6934 -3.9473 -5.4006
H -3.5064 -2.1434 -3.8542
H -0.5864 -1.1521 -2.0195
H 1.7872 -1.8156 -2.4121
H 3.0736 -3.0333 -0.6443
H 1.9781 -3.5130 1.5598
H -0.3421 -2.7368 2.0076
H 0.8647 3.4796 2.7633
H -0.2403 4.7224 2.0804
H -0.7911 3.0450 2.2962
H 0.0559 3.9419 -1.4190
H -1.2764 3.1653 -0.5491
H -0.8382 4.8449 -0.1286
```

Values from the calculation:
SMILES = CN1C(=O)[C@@H](Cc2ccccc2)N(/C=C/[C@@H](c2ccccc2)[C@@](C#N)(C(=O)c2ccccc2)c2ccccc2)C1(C)C
HOMO energy = -7.2931 eV
HOMO-LUMO gap = 7.0 eV

=====

Entry from the Open Molecules 2025 dataset: C15H24N4O3S in the gas phase (the ωB97M-V functional and the def2-TZVPD basis).

```
47
Properties=species:S:1:pos:R:3
C -2.3576 -0.4727 -3.1710
O -1.0455 -0.7727 -2.7473
C -0.7663 -1.1053 -1.4610
C 0.5695 -1.4574 -1.2590
C 1.0364 -1.7869 -0.0040
N 2.3879 -2.1155 0.1976
C 3.4708 -1.4482 -0.2644
S 4.9585 -2.1680 -0.2649
N 3.3371 -0.1708 -0.6973
N 2.2525 0.6170 -0.3069
C 2.4582 1.2835 0.9677
C 1.1404 1.9282 1.3777
N 0.7468 2.9052 0.3807
C -0.4530 3.6120 0.7732
C 0.5800 2.2501 -0.9043
C 1.8835 1.5808 -1.3236
C 0.1639 -1.8149 1.0791
C -1.1636 -1.4626 0.9007
O -2.0740 -1.4077 1.9160
C -1.6401 -1.6708 3.2278
C -1.6490 -1.1044 -0.3744
O -2.9623 -0.6943 -0.5273
C -3.9532 -1.6671 -0.2564
H -2.7724 0.3815 -2.6334
H -3.0248 -1.3311 -3.0586
H -2.2618 -0.2310 -4.2297
H 1.2297 -1.4536 -2.1097
H 2.5997 -2.9941 0.6496
H 4.2256 0.2892 -0.8996
H 2.7576 0.5372 1.7073
H 3.2414 2.0568 0.9004
H 1.2647 2.4377 2.3363
H 0.3784 1.1357 1.4888
H -0.6863 4.3615 0.0187
H -0.2744 4.1168 1.7216
H -1.3202 2.9431 0.8858
H 0.3057 3.0042 -1.6453
H -0.2141 1.4853 -0.8639
H 1.7404 1.0537 -2.2677
H 2.6664 2.3473 -1.4510
H 0.5452 -2.0811 2.0509
H -2.5157 -1.5260 3.8590
H -1.2833 -2.7000 3.3361
H -0.8531 -0.9762 3.5376
H -4.9012 -1.2006 -0.5195
H -3.8036 -2.5632 -0.8697
H -3.9646 -1.9506 0.7974
```

Values from the calculation:
SMILES = COc1cc(NC(=S)NN2CCN(C)CC2)cc(OC)c1OC
HOMO energy = -7.9210 eV
HOMO-LUMO gap = 8.5 eV

=====

Entry from the Open Molecules 2025 dataset: BrFHP in the gas phase (the ωB97M-V functional and the def2-TZVPD basis).

```
4
Properties=species:S:1:pos:R:3
F 0.7223 -0.2175 -1.2444
P 0.5423 0.3758 0.2489
Br -1.6536 0.9004 0.0633
H 0.3890 -1.0587 0.9322
```

Values from the calculation:
HOMO energy (alpha / beta) = -6.0379 / -11.0813 eV
HOMO-LUMO gap (alpha / beta) = 6.3 / 7.2 eV
2S+1 = 3

=====

Entry from the Open Molecules 2025 dataset: a 3-piece molecular cluster, CHF3N3 overall (the ωB97M-V functional and the def2-TZVPD basis).

```
8
Properties=species:S:1:pos:R:3
C -1.1231 1.8911 0.0238
N -0.3369 1.0937 0.2741
N 1.8322 -0.5212 1.0098
N 0.7546 -0.6904 1.0917
F -2.0749 2.6226 -0.3116
F -0.3717 -1.2008 1.2290
F 0.4095 -1.6387 -1.2295
H 0.9103 -1.5563 -2.0873
```

Values from the calculation:
charge = +1
HOMO energy = -17.3900 eV
HOMO-LUMO gap = 10.8 eV

=====

Entry from the Open Molecules 2025 dataset: a 4-piece molecular cluster, C18H44N2O10P2 overall (the ωB97M-V functional and the def2-TZVPD basis).

```
76
Properties=species:S:1:pos:R:3
C -3.0629 1.4495 0.5221
C -1.7146 1.8213 -0.0725
O -1.6739 3.0726 -0.7808
P -2.3959 3.3288 -2.1565
O -1.9552 4.5487 -2.8375
O -3.9342 3.3058 -1.7131
C -4.9091 3.7525 -2.6569
C -6.2590 3.2961 -2.1849
O -2.3098 1.9662 -2.9931
C -1.6339 1.8552 -4.2796
C -0.2466 1.2640 -4.0919
H -3.8058 1.1022 -0.1928
H -2.8904 0.5935 1.1818
H -3.4790 2.2478 1.1347
H -1.0432 1.8975 0.7822
H -1.3588 1.0569 -0.7638
H -4.8919 4.8395 -2.7535
H -4.6907 3.3007 -3.6304
H -7.1067 3.5431 -2.8262
H -6.2539 2.2208 -2.0001
H -6.5506 3.7884 -1.2509
H -2.3410 1.2983 -4.8914
H -1.5914 2.8677 -4.6894
H -0.2869 0.1852 -4.2397
H 0.4552 1.7585 -4.7588
H 0.0320 1.4417 -3.0557
C 4.2583 -3.6985 1.5542
C 2.8835 -4.1260 2.0875
O 2.1547 -4.6529 0.9840
P 0.6184 -5.0481 1.1937
O -0.1961 -4.0547 1.9354
O 0.1675 -5.3726 -0.2971
C -0.4818 -4.2966 -1.0350
C -0.5371 -4.7832 -2.4850
O 0.6356 -6.4309 1.9954
C 0.7621 -7.7079 1.4125
C 2.2334 -8.0667 1.0954
H 4.0377 -2.8458 0.9048
H 4.9198 -3.2721 2.3093
H 4.7607 -4.5246 1.0582
H 3.0847 -4.9492 2.7803
H 2.4387 -3.2741 2.5907
H -1.4705 -4.1817 -0.6047
H 0.1365 -3.4011 -0.9968
H 0.4011 -4.6843 -3.0274
H -0.6962 -5.8607 -2.3966
H -1.3530 -4.3091 -3.0265
H 0.4419 -8.4443 2.1491
H 0.1488 -7.8633 0.5240
H 2.3176 -9.0412 0.6276
H 2.7036 -7.2646 0.5218
H 2.7636 -8.0041 2.0494
C -0.4258 6.1653 3.7076
N 0.9597 5.8534 3.3816
C 1.2292 5.0879 2.1852
C 1.9727 6.2682 4.1472
O 3.1517 6.1208 3.8955
H -0.8461 5.1830 3.9761
H -0.9679 6.6683 2.9166
H -0.5765 6.6282 4.6837
H 2.2742 5.0265 1.9106
H 0.7336 4.1162 2.2593
H 0.7555 5.5825 1.3280
H 1.6199 6.7577 5.0649
C 3.1760 1.9309 0.2911
N 2.5558 0.6145 0.2440
C 1.5647 0.3980 -0.8227
C 2.5192 -0.3024 1.2593
O 1.8113 -1.2772 1.3274
H 3.3030 2.2094 -0.7557
H 4.1717 1.9591 0.7253
H 2.4433 2.5718 0.7863
H 2.1226 -0.0393 -1.6589
H 0.8828 -0.4259 -0.6182
H 1.0406 1.3409 -0.9589
H 3.2936 -0.0817 2.0195
```

Values from the calculation:
SMILES = CCOP(=O)(OCC)OCC.CCOP(=O)(OCC)OCC.CN(C)C=O.CN(C)C=O
HOMO energy = -9.3655 eV
HOMO-LUMO gap = 9.8 eV

=====

> Which formula does entry 1 have?

C34H55BrCrGeNO3Si2